DFT (wB97M-V/def2-TZVPD) results for a structure of composition C27H33ClN4O5Re.

Structure (XYZ):
```
71
Properties=species:S:1:pos:R:3:lowdin_spin:R:1
Re 0.010 0.355 -0.829 2.3058
C 0.267 4.499 0.277 0.0054
C 0.130 3.028 0.489 0.0496
O 0.344 2.316 -0.600 0.1438
C -0.178 2.507 1.720 0.0246
C -0.308 1.140 2.082 0.0549
C -0.602 0.789 3.503 0.0068
N -0.177 0.171 1.191 0.0322
N -0.288 -1.144 1.664 0.0056
C -0.353 -1.987 0.685 0.0143
O -0.283 -1.590 -0.593 0.1162
C -0.495 -3.428 0.928 -0.0002
C -0.531 -4.309 -0.152 0.0033
C -0.665 -5.670 0.071 -0.0002
C -0.765 -6.152 1.368 0.0030
C -0.732 -5.275 2.447 0.0001
C -0.598 -3.916 2.232 0.0015
H -0.476 4.826 -0.452 0.0022
H 0.134 5.057 1.200 -0.0001
H 1.248 4.725 -0.144 0.0019
H -0.324 3.219 2.518 0.0008
H -0.662 1.681 4.118 0.0000
H -1.546 0.242 3.558 0.0027
H 0.159 0.114 3.894 0.0023
H -0.470 -3.927 -1.162 0.0003
H -0.701 -6.354 -0.766 -0.0001
H -0.875 -7.214 1.541 0.0001
H -0.817 -5.654 3.456 -0.0001
H -0.578 -3.225 3.064 0.0001
C 4.309 0.924 -1.896 0.0003
C 2.786 1.119 -1.775 0.0048
N 2.185 0.039 -0.929 0.0091
C 2.447 -1.278 -1.584 0.0040
C 3.962 -1.499 -1.762 0.0000
N 4.678 -0.328 -1.158 0.0003
C 4.337 -0.192 0.295 0.0017
C 2.818 0.051 0.417 0.0073
H 4.870 1.743 -1.450 0.0000
H 4.628 0.802 -2.928 0.0000
H 2.299 1.077 -2.747 0.0001
H 2.548 2.074 -1.317 0.0000
H 1.933 -1.280 -2.543 0.0001
H 2.009 -2.059 -0.969 -0.0002
H 4.254 -1.553 -2.808 0.0000
H 4.308 -2.396 -1.253 0.0001
H 5.683 -0.478 -1.245 0.0000
H 4.922 0.636 0.691 0.0002
H 4.648 -1.109 0.792 0.0001
H 2.607 1.011 0.884 0.0000
H 2.350 -0.729 1.017 0.0002
C -3.693 -0.301 0.901 0.0005
C -3.607 1.140 0.485 0.0017
C -4.329 2.132 1.142 -0.0002
C -4.261 3.456 0.729 0.0009
Cl -5.165 4.652 1.575 0.0005
C -3.488 3.831 -0.362 0.0002
C -2.750 2.864 -1.021 0.0026
C -2.818 1.559 -0.575 0.0066
O -2.017 0.574 -1.231 0.0397
C -2.372 0.193 -2.602 0.0032
C -1.130 0.206 -3.493 0.0118
O -1.219 0.085 -4.673 0.0209
O 0.023 0.329 -2.821 0.1060
H -4.498 -0.440 1.619 0.0000
H -2.767 -0.646 1.363 0.0001
H -3.892 -0.950 0.046 0.0003
H -4.966 1.869 1.976 0.0000
H -3.473 4.862 -0.687 0.0000
H -2.129 3.121 -1.872 0.0002
H -3.123 0.885 -2.972 -0.0003
H -2.776 -0.819 -2.566 0.0006
```

Properties
* molecular weight: 715.24 g/mol
* HOMO (spin up / spin down): -13.4 / -13.6 eV
* maximum force: 0.1 eV/Å
* 2S+1: 4
* E_tot: -2181.8758 Ha
* energy above the lowest of the compared OMol25 structures with the same formula, charge and spin: 0.0 kJ/mol
* net charge: +2

***

DFT (wB97M-V/def2-TZVPD) results for a cluster of 9 separate species, C27H33F7O27 in total.

Structure (XYZ):
```
94
Properties=species:S:1:pos:R:3:lowdin_charge:R:1
O -1.225 3.507 3.816 0.1907
C -1.278 3.892 2.702 -0.5643
O -1.947 3.258 1.703 0.0246
C -2.055 4.171 0.578 -0.0050
C -0.951 5.176 0.858 -0.2910
F -1.378 6.459 0.709 0.0763
O -0.604 4.949 2.203 0.1403
H -1.896 3.576 -0.316 0.1351
H -3.063 4.575 0.648 0.1440
H -0.050 5.065 0.256 0.1480
O 5.912 1.308 2.379 0.1850
C 5.187 0.399 2.175 -0.5384
O 4.051 0.406 1.457 0.0522
C 3.299 -0.756 1.882 -0.0724
C 4.448 -1.711 2.146 -0.3219
F 4.932 -2.177 0.957 0.0736
O 5.391 -0.866 2.725 0.1243
H 2.668 -0.428 2.709 0.1416
H 2.619 -1.100 1.114 0.1048
H 4.085 -2.546 2.741 0.1615
O 1.072 1.479 -3.617 0.1806
C 1.581 2.175 -2.810 -0.5439
O 0.950 2.870 -1.848 0.0590
C 1.931 3.196 -0.835 -0.0431
C 3.173 3.317 -1.718 -0.3092
F 4.285 3.016 -0.994 0.0745
O 2.937 2.361 -2.705 0.1479
H 1.678 4.115 -0.325 0.0914
H 2.024 2.347 -0.162 0.1070
H 3.334 4.334 -2.079 0.1737
O -5.123 -1.334 5.289 0.1940
C -4.913 -0.409 4.585 -0.5500
O -3.702 0.133 4.343 0.0881
C -3.907 1.446 3.817 -0.0419
C -5.267 1.249 3.126 -0.2877
F -5.068 0.784 1.835 0.0290
O -5.873 0.253 3.881 0.1369
H -4.074 2.220 4.566 0.1472
H -3.134 1.689 3.100 0.1125
H -5.884 2.138 3.045 0.1658
O -0.929 -4.158 -0.919 0.1806
C -1.449 -4.956 -1.627 -0.5267
O -2.429 -5.809 -1.290 0.0753
C -2.569 -6.781 -2.338 -0.0321
C -1.899 -6.114 -3.520 -0.2905
F -2.836 -5.524 -4.327 0.0638
O -1.112 -5.114 -2.939 0.1458
H -2.139 -7.726 -2.004 0.1416
H -3.626 -6.983 -2.501 0.1439
H -1.282 -6.731 -4.167 0.1717
O 1.116 0.372 0.318 0.1646
C 0.001 0.058 0.066 -0.5320
O -1.089 0.672 0.560 0.0766
C -2.236 0.086 -0.030 -0.0390
C -1.719 -1.284 -0.496 -0.3000
F -2.293 -1.670 -1.648 0.0895
O -0.351 -0.973 -0.716 0.1537
H -3.150 0.154 0.552 0.1231
H -2.513 0.623 -0.952 0.1465
H -1.783 -2.061 0.264 0.1410
O 1.437 -3.078 2.335 0.1899
C 0.498 -3.785 2.187 -0.5172
O 0.520 -5.127 2.207 0.1039
C -0.778 -5.620 1.903 -0.0452
C -1.666 -4.384 1.983 -0.3183
F -2.375 -4.346 3.154 0.0665
O -0.764 -3.331 1.938 0.1151
H -0.781 -5.993 0.876 0.1190
H -1.080 -6.443 2.543 0.1451
H -2.383 -4.338 1.167 0.1533
C -0.191 -1.535 -4.290 -0.0369
O -0.625 -1.593 -5.650 0.0150
C 0.180 -2.268 -6.467 -0.6116
O 1.123 -2.933 -6.129 0.1236
O -0.269 -2.094 -7.714 0.0068
C 0.515 -2.658 -8.749 -0.0518
H 0.015 -2.517 -3.868 0.0899
H -0.971 -0.967 -3.793 0.0859
H 0.728 -0.960 -4.155 0.0863
H 1.098 -3.512 -8.409 0.0894
H 1.231 -1.939 -9.158 0.0966
H -0.159 -2.929 -9.558 0.0911
C 3.687 7.344 2.745 -0.0405
O 3.140 6.185 3.344 0.0208
C 2.735 5.218 2.538 -0.5995
O 2.700 5.284 1.329 0.1090
O 2.376 4.185 3.285 0.0231
C 2.204 2.915 2.679 -0.0233
H 4.206 7.956 3.474 0.0937
H 2.889 7.966 2.326 0.0985
H 4.346 7.055 1.927 0.0976
H 3.114 2.627 2.156 0.0944
H 1.280 2.795 2.116 0.0843
H 2.141 2.204 3.507 0.1068
```

Properties
* molecular weight: 922.52 g/mol
* HOMO: -10.7 eV
* maximum force: 1.8 eV/Å
* SMILES: O=C1OC[C@@H](F)O1.O=C1OC[C@@H](F)O1.O=C1OC[C@@H](F)O1.O=C1OC[C@@H](F)O1.O=C1OC[C@@H](F)O1.O=C1OC[C@@H](F)O1.O=C1OC[C@@H](F)O1.COC(=O)OC.COC(=O)OC
* 2S+1: 1
* E_tot: -3779.3164 Ha
* energy above the lowest of the compared OMol25 structures with the same formula, charge and spin: 0.0 kJ/mol

***

DFT (wB97M-V/def2-TZVPD) results for a structure of composition C27H33FI2InN3O7P.

Structure (XYZ):
```
75
Properties=species:S:1:pos:R:3:lowdin_charge:R:1
C -3.084 3.364 -1.246 -0.2240
C -1.559 2.888 -1.663 -0.4849
P -1.434 1.027 -1.100 0.7051
C -1.736 0.034 -2.702 -0.5249
C -1.650 -1.595 -2.542 -0.2077
In 0.931 0.803 -0.219 0.2563
C 0.942 -1.085 1.103 -0.2129
C -0.562 -1.108 1.827 -0.3152
O -0.669 -0.511 3.017 -0.1236
F -1.684 -1.797 1.125 -0.0873
C 1.398 2.700 0.934 -0.9198
I 0.780 2.680 3.033 0.6713
C 3.009 3.083 0.710 -0.8259
C 3.940 1.839 1.235 -0.2119
I 3.189 3.439 -1.486 0.6638
H -3.725 2.412 -0.991 0.0435
H -3.535 3.921 -2.177 0.0640
H -2.996 4.028 -0.281 0.0474
H -0.741 3.542 -1.131 0.0355
H -1.376 2.904 -2.840 0.0782
H -2.855 0.278 -3.038 0.0815
H -0.936 0.374 -3.493 0.0702
H -2.720 -2.068 -2.565 0.0711
H -1.088 -1.976 -1.589 0.0582
H -1.053 -1.991 -3.496 0.0635
H 2.112 0.470 -1.545 -0.1051
H 1.822 -1.033 1.872 0.0289
H 0.968 -2.047 0.423 0.0458
H 0.800 3.588 0.410 -0.0132
H 3.261 4.110 1.251 0.0788
H 4.922 2.280 1.708 0.0795
H 4.252 1.204 0.275 0.0689
H 3.286 1.212 1.990 0.0474
C 5.012 -5.579 4.989 -0.0850
C 4.509 -6.031 3.768 -0.0758
C 4.068 -5.116 2.810 0.0001
C 4.139 -3.743 3.086 -0.1294
C 4.637 -3.286 4.313 0.0044
C 5.072 -4.211 5.264 -0.0727
N 3.701 -2.775 2.073 -0.3063
O 3.250 -3.219 1.007 0.0702
O 3.811 -1.570 2.341 0.0493
H 5.360 -6.296 5.730 0.1026
H 4.464 -7.098 3.561 0.1042
H 3.679 -5.484 1.864 0.1182
H 4.693 -2.224 4.542 0.1211
H 5.463 -3.867 6.219 0.1054
C -2.205 -7.645 -4.568 -0.0816
C -1.752 -6.540 -3.845 -0.0631
C -1.981 -5.249 -4.325 0.0143
C -2.670 -5.075 -5.533 -0.1355
C -3.119 -6.183 -6.264 -0.0068
C -2.882 -7.470 -5.775 -0.0780
N -2.936 -3.720 -6.030 -0.3176
O -2.506 -2.766 -5.364 0.0597
O -3.577 -3.607 -7.084 0.0540
H -2.030 -8.650 -4.186 0.1037
H -1.224 -6.685 -2.905 0.1106
H -1.622 -4.398 -3.750 0.1085
H -3.651 -6.063 -7.205 0.1158
H -3.229 -8.336 -6.334 0.1034
C -2.944 8.417 3.938 -0.0844
C -1.574 8.612 3.757 -0.0749
C -0.912 7.987 2.698 0.0017
C -1.636 7.169 1.820 -0.1314
C -3.010 6.965 2.004 0.0067
C -3.660 7.593 3.069 -0.0714
N -0.951 6.530 0.690 -0.3043
O 0.269 6.720 0.573 0.0646
O -1.632 5.841 -0.083 0.0473
H -3.457 8.911 4.762 0.1023
H -1.022 9.254 4.440 0.1041
H 0.156 8.150 2.571 0.1188
H -3.583 6.329 1.333 0.1187
H -4.727 7.444 3.218 0.1056
```

Properties
* molecular weight: 930.17 g/mol
* HOMO: -3.6 eV
* maximum force: 8.7 eV/Å
* 2S+1: 1
* E_tot: -2965.8805 Ha
* net charge: -1